Entry 1:
Computed, not measured: a 2-piece molecular cluster, H5NO overall at a distorted geometry, with wB97M-V/def2-TZVPD.

Geometry as XYZ:
```
7
Properties=species:S:1:pos:R:3:forces:R:3:lowdin_charge:R:1
O 1.844887 -0.251364 -0.028080 -0.1 -0.2 0.3 -0.098
N -0.940915 -0.144581 -0.014591 -1.5 -1.5 -0.8 0.002
H 2.145195 0.651456 -0.079581 0.3 0.4 0.0 0.009
H 0.920754 -0.180929 0.283791 0.2 -0.3 -0.4 -0.032
H -1.588413 -0.800967 -0.555094 1.4 1.2 0.9 0.074
H -1.404862 -0.021309 0.870733 -0.2 0.1 0.4 0.021
H -0.976645 0.747693 -0.477179 -0.1 0.3 -0.3 0.023
```
Forces are in eV/Å.

Its spin multiplicity is 1. As for the total charge: 0.

***

Entry 2:
Computed, not measured: a 2-piece molecular cluster, H5NO overall at a distorted geometry, with wB97M-V/def2-TZVPD.

Geometry as XYZ:
```
7
Properties=species:S:1:pos:R:3:forces:R:3:lowdin_charge:R:1
O 1.325689 0.854504 0.293780 1.3 -0.5 2.2 -0.094
N -1.090763 -0.749965 -0.364992 -3.3 -0.4 -0.6 -0.027
H 1.143956 0.371829 1.150079 0.0 0.9 -1.8 0.055
H -1.689366 -1.239872 -1.105814 1.5 0.5 0.8 0.047
H 0.521359 0.922383 -0.189606 -1.2 -0.4 -0.4 -0.032
H -1.900673 -0.169605 -0.013896 1.3 -0.2 0.0 0.036
H -1.045451 -1.471011 0.363942 0.3 0.2 -0.2 0.015
```
Forces are in eV/Å.

Its spin multiplicity is 1. As for the total charge: 0.

***

Entry 3:
Computed, not measured: the molecule H5NOSi2 at a distorted geometry, with wB97M-V/def2-TZVPD.

Geometry as XYZ:
```
9
Properties=species:S:1:pos:R:3:forces:R:3:lowdin_charge:R:1
Si 0.175556 0.783229 0.958050 -4.7 0.0 -1.5 0.415
Si 0.562135 -0.454066 -1.070725 -2.3 -1.4 0.9 0.382
O 1.273729 0.830684 -0.299510 1.3 -0.3 0.5 -0.392
N -0.798343 -0.456417 0.079963 2.1 -0.1 0.7 -0.260
H -1.166084 -1.301549 0.515231 0.2 0.5 -0.1 0.014
H -0.583341 1.980562 0.656115 0.3 1.1 0.1 -0.049
H -0.473658 0.592653 2.270086 1.7 -0.4 1.2 -0.045
H 1.347851 -1.694355 -0.900675 0.3 0.1 -0.6 -0.036
H -0.337845 -0.280742 -2.208535 1.1 0.3 -1.2 -0.029
```
Forces are in eV/Å.

Its spin multiplicity is 1. As for the total charge: 0.

***

Entry 4:
Computed, not measured: the molecule H5NP2S2 at a distorted geometry, with wB97M-V/def2-TZVPD.

Geometry as XYZ:
```
10
Properties=species:S:1:pos:R:3:forces:R:3:lowdin_charge:R:1
S -1.230379 2.941033 1.663451 2.3 -3.3 -1.6 -0.101
S 1.110513 -2.020644 -0.100704 0.0 -0.2 1.1 0.332
P -0.329624 -1.142736 -1.304318 -0.3 -0.3 -0.6 0.446
P 0.050331 1.264661 0.854500 -4.9 -0.4 1.0 0.465
N -0.498760 0.338074 -0.525496 0.6 3.4 1.9 -0.656
H -1.490624 -1.590250 -0.679199 -0.3 -1.1 0.1 -0.109
H 0.427927 0.160973 1.649246 -0.2 0.4 0.3 -0.054
H 1.216128 1.691465 0.508908 2.9 1.3 -0.8 -0.100
H 1.797885 -2.639200 -1.037817 0.2 -0.1 -0.6 -0.220
H -1.053397 0.996625 -1.028573 -0.5 0.3 -0.8 -0.003
```
Forces are in eV/Å.

Its spin multiplicity is 1. As for the total charge: 0.

***

Entry 5:
Computed, not measured: a 2-piece molecular cluster, H5NS overall at a distorted geometry, with wB97M-V/def2-TZVPD.

Geometry as XYZ:
```
7
Properties=species:S:1:pos:R:3:forces:R:3:lowdin_charge:R:1
S -0.622182 0.958107 1.063189 -0.5 0.4 -0.3 0.463
N 1.098178 -1.634728 -2.098471 0.6 0.2 -0.8 -0.010
H 1.034519 -0.620598 -2.290254 -0.1 -1.4 0.8 0.017
H -1.614690 0.690530 1.929572 0.2 -0.1 0.0 -0.222
H 0.562027 -2.101796 -1.378091 0.2 0.8 -0.1 -0.004
H 2.025543 -2.034256 -2.242331 -0.6 0.4 0.2 0.000
H 0.260268 0.179497 1.659369 0.3 -0.4 0.3 -0.244
```
Forces are in eV/Å.

Its spin multiplicity is 1. As for the total charge: 0.

***

Entry 6:
Computed, not measured: a 2-piece molecular cluster, H5O2 overall at a distorted geometry, with wB97M-V/def2-TZVPD.

Geometry as XYZ:
```
7
Properties=species:S:1:pos:R:3:forces:R:3:lowdin_charge:R:1
O -0.228939 -0.800350 0.895136 0.3 -1.3 -0.1 0.210
O 0.162336 0.873498 -0.833999 0.1 0.2 1.2 0.109
H -0.030953 -0.000497 0.132618 0.0 -0.2 -0.6 0.076
H 0.408283 -1.555639 0.839019 0.0 0.8 0.2 0.181
H -1.068980 -1.255602 0.714659 -0.5 0.4 0.1 0.165
H 0.818680 1.516122 -0.524962 -0.1 0.2 -0.2 0.136
H 0.433083 0.586905 -1.703032 0.1 -0.3 -0.7 0.123
```
Forces are in eV/Å.

Its spin multiplicity is 1. As for the total charge: +1.

***

Entry 7:
Computed, not measured: a 2-piece molecular cluster, H5O2PSSi overall at a distorted geometry, with wB97M-V/def2-TZVPD.

Geometry as XYZ:
```
10
Properties=species:S:1:pos:R:3:forces:R:3:lowdin_charge:R:1
S -2.415635 -0.453515 0.618574 0.7 -0.6 0.0 0.221
P -0.652940 0.157642 0.125315 -1.6 2.9 -0.3 -0.144
Si 0.982567 -0.919402 -0.829750 1.3 -0.9 3.0 0.641
O -0.766799 1.247315 -1.101802 -0.9 2.1 0.3 -0.379
O 0.066022 1.048485 1.288771 -0.4 -0.7 -0.6 -0.327
H -1.380724 2.086770 -1.033866 1.6 -2.7 0.2 0.140
H 0.404557 -1.979312 -1.639894 0.3 -0.3 -0.3 -0.108
H 2.323696 -0.294272 -1.085004 -0.8 -0.1 -0.2 -0.091
H 1.447006 -1.372884 1.591401 -0.4 0.1 -2.6 0.025
H -0.007750 0.479172 2.066255 0.2 0.2 0.5 0.021
```
Forces are in eV/Å.

Its spin multiplicity is 1. As for the total charge: 0.

***

Entry 8:
Computed, not measured: a 3-piece molecular cluster, H5O2S overall at a distorted geometry, with wB97M-V/def2-TZVPD.

Geometry as XYZ:
```
8
Properties=species:S:1:pos:R:3:forces:R:3:lowdin_charge:R:1
S -0.696795 0.795485 -0.334425 0.3 0.2 -0.2 -0.144
O 3.120211 0.650036 0.244544 0.1 -0.5 1.4 -0.108
O -1.970756 -2.061012 0.191079 -0.3 -0.5 -0.2 -0.171
H -1.011573 -2.152973 0.240659 -0.2 0.3 0.0 -0.008
H -2.076998 -1.181234 -0.208901 0.4 0.0 0.4 -0.099
H 2.240934 0.860515 -0.073890 -0.6 0.1 -0.6 -0.045
H 2.890510 0.265257 1.121802 0.4 0.3 -0.9 0.043
H 0.273877 1.322457 0.430467 -0.1 0.0 0.1 -0.469
```
Forces are in eV/Å.

Its spin multiplicity is 1. As for the total charge: -1.

***

How do the records compare in LUMO energy? In the order shown, they have 0.845, 0.806, -0.289, 0.008, 0.877, -4.455, -1.210, 4.162 eV.
How do the records compare in E_tot? In the order shown, they have -132.987105, -132.977324, -711.995537, -1536.790873, -455.917571, -153.187406, -1182.431710, -551.708481 Eh.
How do the records compare in energy above the lowest of the compared OMol25 structures with the same formula, charge and spin? In the order shown, they have 3.6, 9.8, 38.2, 25.7, 6.8, 1.8, 76.3, 8.5 kcal per mole.